#i
Entry from the OMol25 dataset: the molecule C6H8 (ωB97M-V/def2-TZVPD).

Computed properties:
**Frontier orbital gap**: 8.8 eV
**E_HOMO**: -8.55 eV

Geometry as ORCA input:
```
! RIJCOSX wB97M-V def2-TZVPD def2/J DEFGRID3
* xyz 0 1
C -0.42 -1.52 -0.51
C 0.76 -0.20 0.04
C -1.60 -0.77 -0.34
C -1.50 0.56 0.41
C 0.05 0.73 0.53
C 2.23 -0.46 0.09
H -1.79 -0.68 -1.31
H -2.39 -1.40 0.09
H -1.90 1.48 -0.07
H -1.73 0.54 1.49
H 0.18 1.62 1.14
H 2.52 -0.26 1.09
H 2.85 0.20 -0.65
H 2.53 -1.42 -0.12
*
```

#ii
Entry from the OMol25 dataset: the molecule C6H8 (ωB97M-V/def2-TZVPD).

Computed properties:
**Frontier orbital gap**: 10.0 eV
**E_HOMO**: -8.86 eV
**SMILES**: C=C1CC=C1C

Geometry as ORCA input:
```
! RIJCOSX wB97M-V def2-TZVPD def2/J DEFGRID3
* xyz 0 1
C -0.33 1.54 0.06
C 0.33 0.41 0.41
C -0.60 -0.51 -0.51
C -0.82 -1.79 -0.87
C -1.38 0.81 -0.72
C 1.63 0.14 1.08
H -0.39 2.62 0.35
H -1.69 -1.89 -1.44
H -0.26 -2.69 -0.75
H -2.39 0.68 -0.34
H -1.50 0.97 -1.89
H 1.60 0.50 2.10
H 2.34 0.75 0.63
H 1.99 -0.88 1.05
*
```

Energies relative to the minimum, kcal/mol: #i 65.0; #ii 0.0

#i
Entry from the OMol25 dataset: the molecule C6H8 (ωB97M-V/def2-TZVPD).

Computed properties:
**Frontier orbital gap**: 9.5 eV
**E_HOMO**: -8.33 eV
**SMILES**: C=CC1(C)C=C1

Geometry as ORCA input:
```
! RIJCOSX wB97M-V def2-TZVPD def2/J DEFGRID3
* xyz 0 1
C 0.84 1.24 -0.80
C 0.65 1.77 0.39
C -2.08 0.12 0.39
C -1.13 -0.15 -0.48
C 0.31 0.01 -0.12
C 1.22 -1.03 0.25
H 1.23 1.46 -1.85
H 0.42 2.17 1.31
H -3.21 0.03 0.13
H -1.79 0.38 1.40
H -1.35 -0.45 -1.41
H 2.11 -0.78 0.90
H 1.70 -1.57 -0.59
H 0.75 -1.85 0.91
*
```

#ii
Entry from the OMol25 dataset: a structure of composition C6H8 (ωB97M-V/def2-TZVPD).

Computed properties:
**Frontier orbital gap**: 9.0 eV
**E_HOMO**: -8.05 eV

Geometry as ORCA input:
```
! RIJCOSX wB97M-V def2-TZVPD def2/J DEFGRID3
* xyz 0 1
C -1.73 0.41 0.13
C -0.09 0.42 -1.02
C 1.09 0.90 -0.25
C 1.49 -0.55 0.60
C 0.36 -1.24 0.76
C -0.73 -0.61 -0.21
H -1.51 1.34 0.64
H -2.80 0.12 0.19
H -0.02 0.38 -2.11
H 0.83 1.45 0.65
H 1.81 1.53 -0.84
H 2.53 -0.65 0.92
H 0.04 -2.12 1.34
H -1.21 -1.37 -0.82
*
```

Energies relative to the minimum, kcal/mol: #i 11.1; #ii 0.0